Here is C15H17F3N2O2Sn as an isolated structure at a distorted geometry from the Open Molecules 2025 dataset. Energies are from ωB97M-V/def2-TZVPD.

Summary:
**F_max**: 0.0772 Eh/bohr
**Gap between HOMO and LUMO (spin up / spin down)**: 3.920 / 3.797 eV
**Energy**: -36868.681 eV
**HOMO energy (spin up / spin down)**: -16.372 / -16.277 eV
**Net charge**: +2
**LUMO energy (spin up / spin down)**: -0.4576 / -0.4586 hartree
**2S+1**: 1

Structure (XYZ):
```
40
Properties=species:S:1:pos:R:3:forces:R:3:lowdin_charge:R:1
C 1.0713 -1.5450 1.2774 0.72 -2.42 2.25 0.038
C 0.5782 1.2828 1.7574 0.39 1.39 3.04 0.050
H 0.2752 -2.1839 1.6922 -0.25 0.97 -0.02 0.067
H 1.7269 -1.1455 2.0492 -0.23 0.27 -0.16 0.067
H 1.6372 -2.1934 0.5816 -0.11 1.16 -0.73 0.082
H -0.0281 2.1947 1.6106 -0.36 -0.70 -0.88 0.072
H 0.2552 0.8100 2.6815 -0.01 -0.31 -0.25 0.040
H 1.6329 1.5835 1.7953 0.03 -0.78 -0.68 0.086
C -0.5571 -2.6296 -1.6521 -0.27 0.37 -0.39 -0.059
C -1.0986 -3.3987 -2.6777 0.08 0.21 0.10 0.016
C -1.8070 -2.7715 -3.7075 0.23 0.05 0.36 0.030
C -1.9630 -1.3910 -3.6659 0.15 0.66 0.35 0.048
H -0.0089 -3.0739 -0.8180 -0.21 0.04 -0.39 0.121
H -0.9476 -4.4699 -2.6517 -0.09 0.03 -0.07 0.133
H -2.2326 -3.3429 -4.5298 0.09 0.07 0.22 0.142
H -2.5154 -0.8420 -4.4265 0.10 -0.45 0.10 0.127
N -0.6944 -1.2890 -1.6421 -0.20 0.11 0.22 0.009
C -1.4024 -0.6478 -2.6209 0.34 -0.91 0.33 -0.154
C -1.5296 0.8205 -2.4987 0.05 0.93 0.23 -0.155
N -0.9808 1.4005 -1.3925 -0.16 -0.04 0.19 0.008
C -1.0503 2.7356 -1.2040 -0.17 -0.55 -0.38 -0.061
C -2.2423 3.0021 -3.2790 0.16 -0.47 0.22 0.031
C -1.6800 3.5571 -2.1297 0.12 0.08 0.13 0.010
H -0.5902 3.1302 -0.2938 -0.21 -0.04 -0.42 0.120
H -1.7052 4.6242 -1.9333 -0.07 -0.14 -0.11 0.135
C -2.1669 1.6194 -3.4597 0.39 -0.33 0.59 0.053
H -2.5781 1.1221 -4.3286 -0.05 0.34 0.00 0.122
H -2.7303 3.6180 -4.0299 0.09 -0.04 0.19 0.141
Sn 0.1853 0.0268 -0.0303 -1.30 0.25 -3.74 1.257
C 2.0010 0.4564 -1.1446 -0.52 -0.24 0.33 -0.196
H 2.0909 1.5412 -1.2652 0.13 -0.20 -0.06 0.022
H 1.9478 -0.0375 -2.1192 0.12 0.20 0.11 0.021
H 2.8475 0.0636 -0.5687 -0.06 0.18 -0.21 0.022
F -2.3749 -2.3730 3.5170 0.26 1.45 -0.48 0.152
C -2.1363 -1.0545 3.2557 -0.64 -0.52 1.30 -0.465
F -2.7843 -0.3109 4.1909 0.73 -0.80 -1.30 0.164
F -0.7995 -0.8630 3.4683 -0.30 0.03 -0.36 0.084
C -2.6328 -0.6962 1.7961 -2.00 -0.49 1.52 -0.463
O -3.8417 -0.7947 1.6888 1.75 0.30 -0.53 0.190
O -1.7705 -0.3571 0.8913 1.28 0.33 -0.61 -0.107
```
Positions in Å, forces in eV/Å.